Below is a molecular structure, C5H5NO2 in a non-equilibrium geometry, with properties calculated with ωB97M-V with the def2-TZVPD basis set.

Geometry as XYZ:
```
13
Properties=species:S:1:pos:R:3:lowdin_charge:R:1
C -1.07 -0.62 0.41 0.026
C 0.18 0.35 0.24 -0.331
C 1.08 0.83 1.07 -0.130
C 1.88 1.73 0.42 -0.103
C 1.34 1.63 -0.88 -0.162
H -2.30 -3.26 -0.32 0.037
H -1.84 -0.82 1.04 0.075
H 1.39 0.44 2.27 0.199
H 2.59 2.57 0.92 0.162
H 1.71 2.39 -1.94 0.210
N -1.01 -1.73 -0.33 0.028
O -2.13 -2.46 0.05 -0.067
O 0.26 0.86 -0.95 0.056
```

maximum force = 8.0 eV Å⁻¹
highest occupied orbital energy = -8.73 eV
HOMO-LUMO gap = 9.7 eV
multiplicity = 1